Below is 12 unconnected molecules or ions with the total composition C39H51F7O36 at a distorted geometry, with properties calculated with ωB97M-V/def2-TZVPD.

Computed properties:
SMILES: O=C1OC[C@@H](F)O1.O=C1OC[C@@H](F)O1.O=C1OC[C@@H](F)O1.O=C1OC[C@@H](F)O1.O=C1OC[C@@H](F)O1.O=C1OC[C@@H](F)O1.O=C1OC[C@@H](F)O1.C[C@H]1COC(=O)O1.C[C@H]1COC(=O)O1.C[C@H]1COC(=O)O1.COC(=O)OC.COC(=O)OC
HOMO-LUMO gap: 10.16 eV
2S+1: 1

```
133
Properties=species:S:1:pos:R:3:forces:R:3
O 1.82896 -5.26446 -2.16146 5.970 1.383 -1.762
C 2.99750 -5.00171 -2.57813 -3.014 -1.405 1.180
O 4.13872 -4.72684 -1.82346 -2.134 -0.646 -0.594
C 5.21975 -4.35570 -2.67738 -0.900 1.038 -0.088
C 4.61671 -4.35685 -4.09169 0.297 -1.291 0.879
F 5.46733 -5.10484 -4.87686 -0.893 0.361 -0.128
O 3.35275 -5.02893 -3.92127 0.332 0.942 0.759
H 5.44684 -3.32912 -2.38984 0.573 -0.171 -0.004
H 6.06550 -5.03856 -2.59659 -0.176 0.060 0.051
H 4.47375 -3.36645 -4.52385 -0.048 -0.251 -0.266
O 4.17415 3.51965 2.83164 -0.785 2.038 0.828
C 4.18738 4.66362 3.22689 -1.125 -1.619 0.115
O 3.21182 5.35899 3.89736 -2.395 -2.304 -0.327
C 3.56522 6.60808 4.34518 1.799 1.667 -0.715
C 5.03409 6.64216 3.91260 -0.832 -0.396 0.191
F 5.72345 6.41550 5.01377 2.019 -0.431 1.906
O 5.20339 5.46046 3.09016 2.076 3.010 -0.238
H 3.12511 7.51828 3.93781 -1.055 -0.647 -0.921
H 3.45546 6.78726 5.41473 0.242 -0.817 0.146
H 5.39440 7.60108 3.54012 0.040 -0.508 -1.010
O -2.06209 -1.38739 -2.01040 2.672 1.778 -0.063
C -1.06644 -0.83480 -1.58124 -1.671 -1.504 0.796
O -0.60930 -1.05196 -0.34343 -1.712 -2.053 -0.032
C 0.19877 -0.01805 0.09153 0.430 -0.089 -0.163
C 0.79184 0.42101 -1.25657 1.052 -0.374 2.125
F 1.92476 -0.37455 -1.46044 -0.521 0.075 -0.462
O -0.22136 0.09315 -2.12136 -0.481 0.533 -2.121
H -0.51448 0.66969 0.54583 0.778 0.654 0.331
H 0.91083 -0.51963 0.74690 0.189 0.867 0.187
H 1.18937 1.43561 -1.28232 -0.727 0.085 -0.593
O -0.56535 0.41938 9.77646 -0.548 -0.672 0.107
C -0.30766 0.41333 8.60739 -0.980 0.785 4.514
O -0.51773 -0.50492 7.76268 -1.322 -3.492 -2.427
C 0.34308 -0.31660 6.64387 2.060 -1.068 1.085
C 0.62382 1.15758 6.74721 -0.389 -1.046 -0.555
F -0.24684 1.64680 5.82592 -0.363 1.872 -0.036
O 0.26660 1.44445 8.08760 2.194 3.160 -2.941
H 1.25610 -0.84724 6.91390 0.181 -0.297 -0.183
H 0.01541 -0.72688 5.68868 -0.579 0.474 0.335
H 1.64530 1.47196 6.53303 -0.242 0.267 0.065
O 2.90193 2.82098 -6.19940 2.244 -2.047 -2.216
C 3.55493 2.05803 -6.91582 -0.841 2.419 1.253
O 3.49578 0.76907 -6.94714 -2.185 -3.197 1.051
C 3.93621 0.22349 -8.18455 0.304 -0.349 0.469
C 4.91638 1.28499 -8.65261 -1.506 -0.966 0.959
F 4.66970 1.51186 -9.98122 0.521 0.682 0.657
O 4.54424 2.35969 -7.78475 1.318 2.230 -1.783
H 4.41604 -0.73510 -7.98717 -0.131 0.092 0.024
H 3.10069 0.08786 -8.87129 -0.009 0.151 0.017
H 5.92425 0.91371 -8.46700 0.314 0.974 -0.379
O -7.22772 -5.69665 3.78782 3.894 1.715 -2.659
C -6.36923 -5.23044 3.00144 -3.295 -2.719 1.965
O -6.62102 -4.27103 2.13914 -1.563 0.566 -0.279
C -5.50035 -3.95366 1.36278 0.281 0.827 -0.045
C -4.42911 -4.82476 1.93473 -1.123 -0.195 -0.898
F -3.69317 -4.11128 2.75320 2.252 1.238 1.313
O -5.12147 -5.72877 2.73484 -0.360 -1.020 0.532
H -5.54711 -4.17693 0.29691 -0.942 0.261 0.031
H -5.32486 -2.90423 1.59937 0.432 0.014 -0.654
H -3.86441 -5.24793 1.10397 0.434 -0.663 0.675
O -5.02776 0.59249 -7.39290 3.683 2.608 0.057
C -4.11901 1.44916 -7.33193 -5.340 -3.830 -3.456
O -3.39379 1.88249 -8.43392 -0.621 -1.319 1.683
C -2.69480 3.00434 -7.94160 0.870 0.366 -1.181
C -2.67029 2.79744 -6.45877 0.616 0.837 -0.794
F -2.57174 3.98595 -5.83427 -0.438 0.065 0.491
O -3.94245 2.20403 -6.30130 1.251 0.814 2.742
H -1.70699 2.99512 -8.40230 -0.101 0.410 0.047
H -3.30349 3.87481 -8.18628 0.407 0.377 0.086
H -1.83611 2.17840 -6.12857 -0.305 -0.334 0.343
C 3.88159 -8.03217 4.51820 0.666 0.432 -2.134
C 3.45172 -6.91463 3.47080 -1.036 -1.390 2.309
C 2.03596 -6.42668 3.82639 0.206 -1.834 -0.149
O 2.14899 -5.01909 3.97415 -1.298 -0.696 0.237
C 3.43175 -4.70584 3.94378 1.228 5.540 -1.600
O 3.84252 -3.51750 3.93361 -1.238 -4.162 0.770
O 4.17040 -5.74675 3.66448 2.670 0.184 0.034
H 3.27128 -8.91418 4.32408 -0.217 0.044 0.309
H 3.90887 -7.74884 5.57037 -0.458 0.331 -0.217
H 4.89397 -8.33222 4.24772 0.144 -0.053 0.106
H 3.52217 -7.25988 2.43932 0.312 0.025 0.086
H 1.78700 -6.94121 4.75451 -0.468 0.623 0.215
H 1.37823 -6.81755 3.05004 -0.542 0.999 0.024
C 6.43389 3.32880 -2.49057 -0.657 0.333 0.003
C 7.66971 2.59820 -2.82510 1.364 -1.329 0.917
C 7.91470 1.40321 -1.87955 0.222 1.907 0.595
O 8.42699 0.36352 -2.67159 0.338 -0.280 -0.483
C 8.09560 0.64419 -3.94062 -1.853 -1.259 -2.175
O 7.97299 -0.15281 -4.86241 1.017 1.689 2.094
O 7.68795 1.93580 -4.03966 -0.428 -0.927 -2.455
H 6.26224 4.10708 -3.23416 -0.180 0.236 0.394
H 6.55223 3.69042 -1.46914 0.097 0.621 -0.118
H 5.55033 2.69574 -2.40891 0.060 -0.269 -0.454
H 8.56123 3.22487 -2.84935 -0.136 0.483 0.311
H 6.95268 1.11374 -1.45667 0.345 -0.202 0.522
H 8.68044 1.82199 -1.22658 -0.271 -1.024 0.826
C -7.57399 2.26397 8.17171 0.879 0.454 1.231
C -6.49551 1.46721 7.41482 -2.877 -0.585 -0.183
C -7.10766 0.16546 6.82469 -0.466 0.941 1.113
O -6.60774 0.11708 5.50178 1.147 -0.888 -0.027
C -5.92639 1.26217 5.22150 -0.956 0.227 -1.595
O -5.40310 1.51678 4.16398 -0.464 -0.515 1.782
O -6.15818 2.12906 6.22053 1.579 1.232 -0.067
H -8.51399 2.57130 7.71339 0.412 -0.271 -0.797
H -7.09490 3.14894 8.59053 -0.040 0.340 -0.263
H -7.88357 1.76291 9.08889 0.132 -0.594 -0.046
H -5.64824 1.27969 8.07444 0.230 0.133 -0.277
H -8.19253 0.25073 6.76237 -0.048 0.097 -0.059
H -6.91098 -0.64528 7.52620 0.501 -0.587 -0.826
C -0.56089 6.89656 -0.72364 -0.535 -0.695 0.005
O 0.49200 7.83770 -0.57758 -1.025 0.016 -0.414
C 0.28204 9.08647 -1.02695 -4.431 0.991 -1.575
O -0.72959 9.65905 -1.53054 2.794 -2.830 1.870
O 1.38100 9.68810 -0.80798 2.759 1.636 0.952
C 1.34868 11.04401 -0.38650 1.035 0.871 0.006
H -0.51106 6.16846 0.08599 0.356 0.245 0.169
H -0.42479 6.32405 -1.64114 -0.185 0.272 -0.181
H -1.54707 7.35623 -0.65867 0.154 0.178 -0.332
H 2.30601 11.22615 0.10182 0.095 -0.286 0.013
H 0.59906 11.26443 0.37349 -0.393 -0.251 -0.457
H 1.35194 11.74015 -1.22524 -0.620 -0.148 -0.048
C -9.77875 -7.26940 -1.84659 -1.134 0.485 -0.797
O -8.51017 -7.04658 -2.40409 1.226 0.521 0.034
C -8.33573 -6.08222 -3.33422 -4.511 0.193 -2.161
O -9.23846 -5.48552 -3.98467 2.429 -1.502 2.517
O -7.08445 -6.03475 -3.58725 2.813 0.185 -0.570
C -6.57445 -5.12532 -4.60031 -0.521 0.331 0.675
H -9.73577 -8.02764 -1.06471 0.407 0.281 -0.059
H -10.42816 -7.62699 -2.64565 -0.258 -0.045 0.108
H -10.17366 -6.31449 -1.49973 -0.176 -0.192 0.304
H -6.85083 -4.12947 -4.25390 0.101 0.099 -0.393
H -6.98845 -5.31591 -5.59045 -0.131 -0.144 0.229
H -5.48922 -5.22705 -4.60587 -0.233 -0.191 0.126
```
Forces are in eV/Å.

***

Below is a molecular structure, C39H51F9N2O6PPtS, with properties calculated with ωB97M-V/def2-TZVPD.

Computed properties:
HOMO-LUMO gap (alpha / beta): 6.22 / 7.09 eV
ΔE to the lowest compared entry with this formula, charge and spin: 0.00 kcal per mole
2S+1: 6

```
110
Properties=species:S:1:pos:R:3:forces:R:3
Pt 0.52930 1.12779 -0.10813 0.128 -0.405 0.023
O -1.68355 0.45779 -0.05905 -0.214 -0.076 -0.265
P -2.44380 -0.78077 -0.49617 0.175 0.155 0.049
C -3.54546 -1.24236 0.87811 0.102 -0.195 0.032
C -2.71742 -1.72579 2.10108 -0.110 -0.053 -0.037
C -2.82670 -3.23872 2.27947 -0.097 0.059 -0.029
C -4.27908 -3.64759 2.57729 0.005 0.074 -0.046
C -5.29438 -2.75676 1.83257 0.061 -0.014 0.014
C -4.69120 -2.21482 0.53788 0.021 0.029 0.147
C -1.31898 -2.18947 -0.80335 -0.058 0.021 -0.152
C 0.00414 -1.78372 -1.48251 -0.089 -0.118 -0.137
C 0.77368 -3.04430 -1.86522 -0.056 0.001 -0.084
C 0.05698 -3.77862 -3.01108 -0.005 -0.002 0.055
C -1.46575 -3.57152 -2.95755 0.080 0.014 0.089
C -1.96737 -3.41009 -1.52123 0.097 0.085 -0.028
C -3.49205 -0.44977 -1.94800 0.088 0.204 0.016
C -2.63036 0.08448 -3.12428 -0.203 0.081 -0.002
C -3.45485 1.02377 -4.00628 -0.031 -0.023 0.092
C -3.83881 2.30146 -3.24251 -0.011 -0.112 -0.004
C -4.13894 2.00957 -1.76108 0.040 -0.092 -0.077
C -4.60595 0.56686 -1.57623 0.013 -0.007 -0.016
H -3.98201 -0.27459 1.13611 -0.042 0.044 0.060
H -3.09418 -1.23718 3.00380 0.001 0.013 -0.028
H -1.67746 -1.40804 2.01242 0.029 0.026 0.013
H -2.17266 -3.56977 3.08728 0.027 -0.011 -0.025
H -2.47741 -3.74187 1.37146 -0.015 0.009 0.044
H -4.46213 -3.58516 3.65245 -0.009 -0.017 -0.017
H -4.42558 -4.69203 2.29422 -0.008 -0.005 0.014
H -5.58844 -1.91047 2.46180 0.006 -0.026 -0.015
H -6.20509 -3.31896 1.62040 -0.005 0.013 0.020
H -5.44779 -1.70613 -0.06221 0.008 -0.020 -0.003
H -4.33361 -3.05877 -0.05275 0.007 -0.018 -0.025
H -1.05626 -2.48365 0.21700 0.030 -0.089 0.012
H 0.60961 -1.19389 -0.79401 0.084 0.079 0.116
H -0.15259 -1.16049 -2.36734 -0.013 0.019 0.060
H 0.84796 -3.69600 -0.98767 0.013 0.030 -0.004
H 1.79289 -2.78741 -2.15614 -0.007 -0.007 0.020
H 0.28992 -4.84528 -2.96519 -0.002 0.021 -0.008
H 0.43515 -3.41546 -3.96919 -0.007 -0.022 0.001
H -1.97680 -4.41310 -3.42723 -0.021 0.004 -0.018
H -1.74203 -2.68593 -3.53304 0.015 -0.014 0.007
H -1.72933 -4.31876 -0.96137 -0.009 0.020 0.022
H -3.05319 -3.33443 -1.53276 -0.029 -0.033 0.017
H -3.96339 -1.39716 -2.22715 0.008 0.001 -0.026
H -2.24794 -0.74564 -3.71811 0.014 -0.004 0.029
H -1.76553 0.63397 -2.74830 0.063 0.000 0.065
H -4.35861 0.50238 -4.33982 0.034 0.015 -0.027
H -2.89073 1.27640 -4.90519 0.000 0.012 -0.012
H -4.70618 2.76288 -3.72175 0.027 -0.007 0.011
H -3.02406 3.02303 -3.30142 0.054 0.056 -0.044
H -4.89676 2.69871 -1.38466 0.013 -0.009 0.014
H -3.24102 2.15975 -1.15956 0.021 0.008 0.010
H -5.46960 0.38394 -2.22089 -0.019 -0.024 0.003
H -4.95480 0.41088 -0.55398 -0.011 0.024 -0.057
C 0.32056 2.60735 -4.23562 -0.100 -0.103 0.120
C 0.50195 2.61478 -2.72762 0.432 -0.079 0.002
O 0.81137 3.64806 -2.15217 -0.205 -0.248 -0.009
O 0.35162 1.44002 -2.16913 -0.142 0.247 -0.110
H 1.17051 3.11821 -4.68565 -0.026 -0.016 0.006
H -0.57740 3.17501 -4.48060 -0.030 0.009 -0.040
H 0.23657 1.59407 -4.62660 -0.005 0.057 0.010
S -0.39101 1.26387 2.64334 0.227 -0.068 -0.012
C 0.76127 0.32594 1.91673 0.476 0.377 0.523
F 4.74653 0.48790 -3.08965 -0.014 0.013 0.014
C 3.59630 0.74958 -2.44262 -0.067 -0.014 0.279
F 3.10110 1.86912 -2.97500 -0.057 0.005 -0.052
F 2.75348 -0.25229 -2.70457 -0.003 0.031 -0.070
C 3.79407 0.88641 -0.88586 0.124 0.031 -0.008
O 2.70810 0.57369 -0.15077 0.056 0.147 -0.222
C 4.92533 -0.11532 -0.48729 -0.140 0.062 0.152
F 4.93747 -0.27430 0.84472 0.181 -0.087 0.076
F 6.15747 0.26993 -0.84747 -0.031 -0.066 -0.023
F 4.69441 -1.32747 -1.01608 0.055 0.020 -0.001
C 4.29340 2.33735 -0.55892 -0.183 -0.122 0.126
F 5.17101 2.81820 -1.44703 0.053 -0.043 -0.030
F 3.26064 3.17917 -0.50331 0.055 -0.023 -0.053
F 4.89065 2.36571 0.65047 -0.056 0.021 -0.088
O 6.72802 -2.88910 4.42537 -0.052 0.103 -0.078
C 6.36559 -2.82785 3.04628 -0.093 -0.214 0.138
N 5.18582 -3.60408 2.84416 -0.126 0.112 0.032
C 3.88354 -3.19512 2.76535 0.039 0.060 -0.079
O 2.99150 -3.98129 2.51246 0.069 -0.024 -0.039
C 3.54289 -1.74753 3.01034 -0.015 -0.184 0.014
C 4.09365 -0.99080 4.04185 0.185 0.115 0.066
C 3.58990 0.28626 4.25527 -0.019 0.072 0.023
C 2.53414 0.75249 3.51476 -0.050 0.031 0.194
N 1.96020 -0.02678 2.54717 -0.566 -0.077 -0.302
C 2.50705 -1.23927 2.27011 0.034 -0.194 -0.207
H 7.56176 -2.42068 4.54340 0.024 -0.026 0.002
H 7.16010 -3.24993 2.43316 0.102 -0.028 -0.053
H 6.18596 -1.80681 2.73125 -0.065 0.227 -0.101
H 5.29041 -4.60475 2.78614 -0.017 -0.042 -0.042
H 4.88755 -1.39067 4.65991 -0.061 0.017 0.003
H 4.00770 0.93162 5.01714 -0.037 -0.044 -0.025
H 2.08297 1.72242 3.65352 0.016 0.007 -0.016
H 2.03093 -1.79718 1.47824 -0.002 -0.022 0.029
C -0.47859 3.51574 0.46914 -0.097 0.024 -0.084
C -0.20916 4.67681 1.20697 -0.008 -0.065 0.040
C 1.09777 5.20726 1.30847 0.067 0.007 -0.028
C 1.33990 6.34428 2.05105 0.000 -0.011 0.011
C 0.29963 6.99196 2.71647 -0.020 -0.018 -0.016
C -0.99652 6.48422 2.62967 0.014 -0.018 -0.009
C -1.25206 5.34859 1.88948 -0.034 0.016 0.041
H 0.35455 3.10965 -0.15429 -0.122 0.347 0.020
H -1.48709 3.15540 0.32306 0.033 -0.033 0.013
H 1.90057 4.71666 0.77141 -0.015 0.018 0.027
H 2.34618 6.74008 2.11318 -0.013 -0.007 -0.016
H 0.49579 7.88862 3.29158 -0.009 -0.040 -0.014
H -1.80702 6.98621 3.14355 0.005 -0.012 -0.005
H -2.25884 4.94937 1.82412 0.037 0.043 -0.003
```
Forces are in eV/Å.